Below is the molecule C4H6FP in a non-equilibrium geometry, with properties calculated with wB97M-V/def2-TZVPD.

Values from the calculation:
Energy = -597.13759 hartree
SMILES = [H]/P=C(F)/C=C/C
Energy above the lowest of the compared OMol25 structures with the same formula, charge and spin = 14.42 kcal per mole
HOMO level = -8.43 eV

Each atom is followed by the atoms it is bonded to, with distances in Å.
Cartesian coordinates (Å):
1 H 3.304 -2.089 0.345  P2 1.337
2 P 2.681 -1.250 1.178  H1 1.337, C3 1.727
3 C 1.521 -0.678 0.032  P2 1.727, F4 1.364, C5 1.446
4 F 1.555 -0.948 -1.305  C3 1.364
5 C 0.340 0.026 0.479  C3 1.446, C6 1.323, H8 1.029
6 C -0.658 0.303 -0.343  C5 1.323, C7 1.495, H9 1.158
7 C -1.968 1.000 -0.157  C6 1.495, H10 1.149, H11 1.096, H12 1.134
8 H 0.271 0.364 1.448  C5 1.029
9 H -0.303 -0.049 -1.388  C6 1.158
10 H -2.188 0.868 0.963  C7 1.149
11 H -1.704 1.968 -0.598  C7 1.096
12 H -2.849 0.487 -0.654  C7 1.134

Here are the Mulliken charges for atoms 1 to 8, given in e:
1 H -0.009
2 P -0.094
3 C 0.311
4 F -0.242
5 C -0.380
6 C -0.086
7 C -0.915
8 H 0.360